# 1
19
Properties=species:S:1:pos:R:3:forces:R:3:nbo_charge:R:1 method="wB97M-V/def2-TZVPD" charge=0 energy_ev=-9474.5700 relative_energy_kcal_mol=13.0 lumo_energy_ev=0.85 smiles=CC[C@@H](O)[C@@H](C)O homo_energy_ev=-10.02
C -1.800429 1.903045 -0.601510 0.0 0.1 0.0 -0.606
C -1.128486 0.549690 -0.789345 0.0 -0.1 0.0 -0.422
C 0.154035 0.393208 0.028194 0.1 0.0 -0.3 0.082
O -0.033798 0.724088 1.390245 -0.1 -0.1 0.1 -0.723
C 0.682570 -1.047876 -0.078081 0.2 0.1 -0.2 0.080
C 2.131429 -1.176364 0.365611 0.0 0.0 0.1 -0.643
O -0.196241 -1.829922 0.735410 0.1 -0.2 0.1 -0.741
H -2.109725 2.031339 0.438729 0.0 0.0 -0.1 0.217
H -1.115519 2.723670 -0.846373 -0.1 -0.1 0.0 0.201
H -2.684501 1.997942 -1.240768 0.1 0.0 0.1 0.207
H -1.816070 -0.260203 -0.510405 0.1 0.1 0.0 0.207
H -0.876805 0.392396 -1.846406 0.0 0.0 0.1 0.199
H 0.914288 1.093120 -0.341139 -0.1 -0.1 0.0 0.173
H -0.537589 -0.022189 1.752091 0.1 0.1 0.1 0.477
H 0.586174 -1.390905 -1.120628 0.0 0.1 0.2 0.165
H 2.295396 -0.622021 1.295522 0.0 -0.1 -0.1 0.225
H 2.401052 -2.229780 0.520110 0.0 0.2 0.0 0.203
H 2.804075 -0.779650 -0.402430 -0.1 0.0 0.1 0.222
H 0.330144 -2.449586 1.251173 -0.1 0.0 -0.1 0.477


# 2
85
Properties=species:S:1:pos:R:3:forces:R:3:lowdin_charge:R:1 method="wB97M-V/def2-TZVPD" charge=+1 energy_ev=-181894.8359 relative_energy_kcal_mol=0.0 lumo_energy_ev="-3.83 / -3.83" homo_energy_ev="-10.72 / -10.72"
Ce -0.202633 -1.120785 0.801824 -0.6 0.6 -0.8 -0.281
C -4.785687 -1.863642 -0.387002 -0.7 0.3 -0.3 -0.063
C -4.371357 -2.224917 1.030480 -0.7 0.3 -0.1 -0.380
C -3.738927 -3.599671 1.068997 0.0 -0.2 0.2 -0.051
C -3.521751 -1.185902 1.711004 0.6 0.3 -0.9 -0.209
C -2.986034 -0.088991 1.020201 -0.4 0.2 0.3 -0.098
C -2.303602 0.917433 1.732209 -0.5 -0.5 0.1 -0.097
C -2.119585 0.824695 3.112100 -0.1 -0.4 -0.6 -0.311
C -1.532388 1.947218 3.877471 0.0 0.5 -0.3 -0.036
C -2.548064 -0.340027 3.759116 -0.2 0.2 -0.5 -0.011
C -3.244450 -1.314695 3.068566 -0.1 -0.1 0.2 0.000
H -5.554684 -2.563758 -0.756467 0.3 0.2 0.2 0.097
H -3.966591 -1.900785 -1.097004 0.3 -0.1 0.0 0.051
H -5.218423 -0.850214 -0.451163 0.1 -0.4 0.1 0.095
H -5.307520 -2.259103 1.612482 0.2 -0.1 0.0 0.155
H -2.803767 -3.601373 0.489625 -0.2 -0.2 0.1 0.061
H -4.454985 -4.318111 0.657812 0.3 -0.1 0.0 0.094
H -3.517619 -3.887958 2.099996 0.1 -0.1 -0.2 0.081
H -3.220042 0.060822 -0.039155 0.2 -0.1 0.3 0.121
H -2.023761 1.814380 1.218936 0.2 0.3 -0.1 0.083
H -0.813068 1.621521 4.594123 0.5 -0.4 0.6 0.068
H -2.302064 2.493241 4.405857 -0.3 0.1 0.2 0.101
H -1.043667 2.665209 3.234647 0.2 0.2 -0.3 0.065
H -2.359098 -0.408965 4.809920 0.0 -0.3 0.5 0.129
H -3.660891 -2.201794 3.542967 0.3 0.3 0.3 0.134
C -2.178335 -2.175899 -3.228062 -0.2 -0.8 -0.2 -0.003
C -1.400390 -2.912712 -2.158694 -0.6 1.0 0.6 -0.498
O -1.095832 -2.366548 -1.063850 -0.1 0.2 -0.1 -0.222
N -1.093357 -4.159286 -2.402445 0.5 -0.5 0.3 0.100
C -0.059318 -4.861173 -1.658461 0.1 -0.5 -0.3 -0.075
C 1.330452 -4.313633 -1.976442 -0.4 0.2 0.0 -0.268
C 2.450593 -4.834866 -1.342911 0.2 0.6 0.2 -0.021
C 3.676935 -4.227992 -1.592235 -0.1 -0.2 -0.2 -0.063
C 3.724429 -3.155793 -2.469640 -0.4 -0.3 -0.1 -0.073
C 2.541797 -2.716534 -3.049012 0.2 0.0 -0.1 -0.149
N 1.362519 -3.281009 -2.823344 0.0 -0.4 0.4 0.113
H -2.512643 -1.220262 -2.870613 -0.1 0.3 0.2 0.054
H -3.052098 -2.760437 -3.593549 0.6 0.3 0.3 0.113
H -1.493546 -2.024443 -4.061644 0.0 0.1 -0.1 0.092
H -1.236123 -4.433747 -3.346560 -0.1 -0.4 -0.6 0.151
H -0.124725 -5.929402 -1.938960 0.0 0.5 0.3 0.146
H -0.253100 -4.733314 -0.594649 0.0 -0.2 0.0 0.082
H 2.362267 -5.592886 -0.580127 -0.1 -0.3 -0.1 0.123
H 4.590529 -4.582050 -1.122629 -0.2 0.0 0.0 0.119
H 4.664824 -2.717924 -2.722991 0.3 0.4 -0.1 0.102
H 2.499118 -1.880625 -3.734724 0.3 0.1 0.0 0.107
S 3.307758 -3.125828 3.573073 0.6 -0.4 0.4 0.127
As 1.828953 -2.306278 2.518594 -1.1 1.1 -1.3 -0.125
S 2.207081 -1.551158 0.309498 0.4 -0.3 0.5 0.278
S -0.046620 -3.422804 1.920384 0.4 -0.3 0.6 0.243
S 0.854344 -0.358959 3.091325 0.4 -0.7 0.3 0.257
Cl -0.083649 0.124114 -2.254884 0.1 0.1 -0.2 0.793
C 0.425075 1.765110 -2.620970 0.0 0.2 -0.2 -0.589
C 0.352387 2.225209 -3.929859 0.2 0.7 -0.2 -0.076
C 0.748881 3.556226 -4.193736 -0.5 -1.1 -0.5 -0.062
C 1.223959 4.363814 -3.189663 0.3 0.6 0.3 -0.062
C 1.290697 3.866181 -1.895533 -0.1 0.2 -0.1 -0.071
C 0.879816 2.568764 -1.583986 -0.1 0.3 -0.1 -0.400
P 0.953517 2.013250 0.151127 0.0 -0.6 -0.4 1.061
C 0.412852 3.545428 0.958123 0.7 -0.2 -0.2 -0.390
C -0.856301 3.988054 0.611999 -0.6 -0.4 -0.3 -0.138
C -1.430949 5.052412 1.274893 -0.3 0.4 0.4 -0.064
C -0.698385 5.696837 2.272938 0.0 0.1 -0.2 -0.068
C 0.616014 5.334302 2.502299 -0.2 0.2 0.3 -0.071
C 1.192304 4.259540 1.859053 -0.3 0.0 0.0 -0.072
C 2.740255 1.887496 0.369602 -0.1 0.2 1.1 -0.398
C 3.629045 1.748478 -0.680532 0.4 -0.2 -0.4 -0.089
C 4.984630 1.504028 -0.442102 -0.7 0.5 -0.2 -0.063
C 5.444606 1.469016 0.860373 0.3 -0.3 -0.1 -0.076
C 4.567476 1.620399 1.919491 -0.6 0.1 0.4 -0.061
C 3.204459 1.822764 1.692935 0.7 -0.4 0.1 -0.143
H 0.008027 1.605943 -4.757531 0.0 0.0 0.4 0.112
H 0.648172 3.937108 -5.209182 0.1 -0.1 0.2 0.115
H 1.537971 5.396634 -3.400770 -0.2 -0.6 0.1 0.124
H 1.632775 4.532372 -1.109349 0.0 -0.2 0.0 0.122
H -1.410744 3.468748 -0.189371 0.2 0.3 0.5 0.120
H -2.455006 5.358157 1.056762 0.3 0.0 0.0 0.115
H -1.089252 6.513994 2.864554 -0.3 0.0 -0.2 0.110
H 1.179640 5.889462 3.224918 0.3 0.2 0.3 0.108
H 2.218854 4.010648 2.079229 0.0 -0.2 -0.1 0.098
H 3.274824 1.800597 -1.706786 0.1 0.0 0.1 0.107
H 5.646340 1.419565 -1.294638 0.1 -0.1 0.1 0.108
H 6.490279 1.276094 1.052008 0.1 0.1 0.0 0.109
H 4.927699 1.564049 2.943527 0.0 0.0 -0.2 0.115
H 2.538877 1.846946 2.566183 0.2 0.1 -0.6 0.074


# 3
16
Properties=species:S:1:pos:R:3:forces:R:3:nbo_charge:R:1 method="wB97M-V/def2-TZVPD" charge=0 energy_ev=-16883.6545 relative_energy_kcal_mol=148.5 lumo_energy_ev="-1.07 / -1.07" smiles="C=N/C=C(/O)[N+](=O)[O-].N=C=O" homo_energy_ev="-8.86 / -8.86"
C -2.176156 -2.497576 1.195607 -1.4 1.1 -2.8 0.026
N -1.063495 -2.224409 0.656805 -2.3 -2.0 2.6 -0.356
C -0.726058 -1.464197 -0.369276 2.3 -0.1 -1.5 -0.018
C 0.183783 -0.466695 -0.153935 -0.3 0.9 -2.4 0.304
O 0.821847 0.138117 -1.151020 -0.4 -2.7 -1.8 -0.660
N 0.473926 0.144950 1.055982 -1.3 -1.2 4.0 0.466
O 1.236817 1.106845 1.189086 0.0 -0.6 -0.6 -0.454
O -0.077601 -0.376943 2.038952 0.4 0.6 -0.5 -0.370
H -3.211384 -2.174037 0.797575 1.7 0.3 0.4 0.145
H -2.322145 -3.198896 1.957436 0.7 -1.0 1.3 0.179
H -0.736505 -1.989043 -1.395765 -0.2 1.4 1.5 0.244
H 1.023418 1.003640 -0.892908 0.7 2.6 0.3 0.500
N 1.223152 2.841333 -0.723211 0.9 1.8 -3.2 -0.850
C 1.847852 3.208826 -1.712614 -1.5 -2.1 2.9 0.879
O 2.366003 3.325028 -2.743815 0.2 0.8 -0.4 -0.504
H 1.136546 2.623058 0.251102 0.5 0.3 0.2 0.467


# 4
20
Properties=species:S:1:pos:R:3:forces:R:3:nbo_charge:R:1 method="wB97M-V/def2-TZVPD" charge=+1 energy_ev=-12430.6603 relative_energy_kcal_mol=36.4 lumo_energy_ev=-3.57 homo_energy_ev=-13.76
C 0.396157 0.514480 1.087847 0.5 -0.6 -1.6 0.594
C 1.303949 -1.194419 -0.910640 -2.6 2.6 0.5 0.782
C 0.449246 1.965962 1.138981 0.1 0.5 0.2 -0.732
C -1.273429 -1.085744 0.369833 -2.3 0.1 -2.0 -0.640
C -0.214234 -0.130148 -0.147842 1.1 -3.3 -0.2 -0.100
N 1.733864 -2.079563 -0.064253 -1.6 1.1 1.7 -0.804
N -0.773681 0.482072 -1.387449 -2.5 -0.1 -1.6 -0.709
O 0.884734 -0.305736 1.826482 -0.1 0.7 0.8 -0.540
O 1.551221 -0.844744 -2.016416 0.0 -0.3 -0.7 -0.570
H -0.434189 2.349429 0.639844 0.1 0.6 0.1 0.215
H 1.369693 2.293163 0.676185 0.2 0.1 -0.8 0.279
H 0.603517 2.352835 2.119273 -0.5 0.2 1.0 0.278
H -1.546198 -1.861153 -0.409574 0.2 0.8 0.7 0.226
H -2.227022 -0.488972 0.597852 1.1 -0.9 -0.2 0.218
H -0.996559 -1.620910 1.231795 0.5 -0.4 1.0 0.261
H 1.481086 -1.906046 0.916351 0.1 -0.3 -0.5 0.455
H 2.417984 -2.721861 -0.299726 1.7 -1.3 -0.6 0.428
H -0.171025 0.286675 -2.182738 1.1 -0.5 -0.3 0.462
H -0.970737 1.466909 -1.500903 0.5 0.9 0.9 0.441
H -1.748231 0.107069 -1.751829 2.2 0.1 1.5 0.456